[1]
9
Properties=species:S:1:pos:R:3 method="wB97M-V/def2-TZVPD" orbital_gap_ev=7.360 charge=-1 relative_energy_kj_mol=263.3 multiplicity=1 lumo_energy_ha=0.1710
N -1.76 0.63 -0.80
N 0.86 0.37 -0.45
N 2.20 0.23 -0.02
N -0.15 0.06 0.19
O -0.13 -0.46 1.30
O -2.76 -0.30 -0.57
H 2.80 -0.15 -0.75
H 2.29 -0.30 0.82
H -3.34 -0.10 0.29



[2]
60
Properties=species:S:1:pos:R:3 method="wB97M-V/def2-TZVPD" orbital_gap_ev="6.140 / 6.193" multiplicity=6 lumo_energy_ha="-0.0134 / -0.0109"
C -2.65 -2.05 1.13
C -2.09 -0.91 1.76
C -2.51 0.26 1.02
H -1.50 -0.91 2.67
C -3.34 -0.19 -0.07
C -3.43 -1.61 0.00
H -3.98 -2.25 -0.68
H -2.55 -3.09 1.47
H -2.28 1.29 1.26
H -3.81 0.45 -0.82
Sm -1.07 -0.98 -0.64
Cl -1.13 0.29 -2.81
P 0.96 1.35 0.07
C 0.45 3.09 0.39
C 1.00 3.87 1.43
H 1.70 3.44 2.15
C 0.67 5.23 1.53
H 1.12 5.83 2.33
C -0.22 5.82 0.62
H -0.47 6.88 0.70
C -0.80 5.03 -0.39
H -1.49 5.49 -1.10
C -0.48 3.67 -0.50
H -0.93 3.06 -1.28
C 1.93 1.01 1.59
C 1.21 0.65 2.74
H 0.12 0.56 2.70
C 1.88 0.42 3.95
H 1.31 0.13 4.84
C 3.27 0.57 4.02
H 3.79 0.39 4.97
C 3.99 0.94 2.88
H 5.08 1.07 2.93
C 3.33 1.15 1.66
H 3.90 1.43 0.78
C 2.30 1.63 -1.16
C 2.85 2.89 -1.44
H 2.45 3.79 -0.97
C 3.93 3.02 -2.33
H 4.37 4.00 -2.51
C 4.46 1.88 -2.96
H 5.31 1.97 -3.64
C 3.89 0.62 -2.71
H 4.30 -0.27 -3.20
C 2.82 0.49 -1.83
H 2.38 -0.49 -1.64
Cl -3.81 -3.33 -3.44
C -3.44 -4.56 -2.31
C -4.33 -5.62 -2.10
C -4.13 -6.47 -0.99
C -3.00 -6.30 -0.16
C -2.10 -5.29 -0.42
C -2.28 -4.40 -1.50
C -1.32 -3.36 -1.68
H -5.19 -5.74 -2.74
H -4.87 -7.22 -0.73
H -2.85 -6.93 0.72
H -1.19 -5.16 0.19
H -0.42 -3.49 -1.04
H -1.13 -3.03 -2.70



[3]
55
Properties=species:S:1:pos:R:3 method="wB97M-V/def2-TZVPD" orbital_gap_ev="8.441 / 4.880" charge=+3 multiplicity=5 lumo_energy_ha="-0.3221 / -0.4510"
Rh -0.39 0.46 -0.19
C -3.88 -0.49 1.14
C -3.51 -1.68 0.28
S -2.35 -1.32 -1.09
C -3.27 -0.26 -2.27
C -3.49 1.20 -1.89
S -1.94 2.02 -1.34
C -2.37 2.98 0.16
C -3.09 2.24 1.27
S -2.43 0.56 1.60
H -4.32 -0.83 2.09
H -4.62 0.15 0.66
H -4.41 -2.11 -0.15
H -3.00 -2.45 0.86
H -4.23 -0.74 -2.47
H -2.66 -0.32 -3.17
H -4.26 1.33 -1.13
H -3.81 1.75 -2.78
H -2.96 3.84 -0.15
H -1.39 3.35 0.51
H -4.15 2.14 1.05
H -2.99 2.79 2.20
C 1.01 -1.90 3.50
C 0.28 -1.08 2.64
N 0.47 -1.06 1.33
C 1.40 -1.87 0.78
C 2.18 -2.74 1.58
C 1.96 -2.74 2.97
C 3.14 -3.58 0.95
C 3.30 -3.59 -0.40
C 2.54 -2.72 -1.24
C 2.68 -2.66 -2.64
C 1.94 -1.76 -3.36
C 1.06 -0.91 -2.69
N 0.91 -0.96 -1.38
C 1.61 -1.84 -0.64
H 0.81 -1.87 4.56
H -0.48 -0.42 3.04
H 2.53 -3.39 3.60
H 3.75 -4.22 1.57
H 4.01 -4.25 -0.87
H 3.37 -3.34 -3.13
H 2.03 -1.69 -4.43
H 0.48 -0.18 -3.23
Br 4.73 5.22 0.50
C 3.38 3.88 0.32
C 2.97 3.12 1.42
C 1.98 2.18 1.23
N 1.40 1.95 0.05
C 1.81 2.66 -1.00
C 2.79 3.64 -0.92
H 3.41 3.26 2.39
H 1.64 1.58 2.07
H 1.34 2.45 -1.96
H 3.07 4.21 -1.79



[4]
12
Properties=species:S:1:pos:R:3 method="wB97M-V/def2-TZVPD" orbital_gap_ev=12.306 smiles=F[C@H]1C[C@@H](F)C1 relative_energy_kj_mol=95.1 multiplicity=1 lumo_energy_ha=0.0396
F 1.28 -1.03 -1.35
C 0.94 -0.64 0.04
C 0.67 0.82 0.05
C -0.63 0.50 0.75
F -1.66 1.27 0.36
C -0.58 -0.93 0.31
H 1.75 -1.23 0.59
H 1.27 1.58 0.47
H 0.49 1.12 -0.97
H -0.43 0.65 1.84
H -1.02 -1.83 0.74
H -0.97 -0.89 -0.64



[5]
96
Properties=species:S:1:pos:R:3 method="wB97M-V/def2-TZVPD" orbital_gap_ev=6.580 charge=+3 relative_energy_kj_mol=156.1 multiplicity=1 lumo_energy_ha=-0.3119
In 1.15 -0.40 0.95
C 3.72 1.18 -0.34
C 3.86 1.68 1.10
N 2.81 1.10 1.98
C 3.33 0.42 3.19
C 2.88 -2.17 3.15
S 2.46 -2.59 1.40
C 3.99 -2.51 0.43
C 4.51 -1.11 0.15
N 3.44 -0.26 -0.36
H 2.88 1.68 -0.83
H 4.62 1.45 -0.89
H 4.84 1.43 1.51
H 3.80 2.77 1.10
H 2.22 1.87 2.30
H 4.32 0.03 2.97
H 3.45 1.14 4.01
H 4.91 -1.90 2.91
H 2.27 -2.89 3.70
H 4.73 -3.16 0.89
H 3.68 -2.99 -0.51
H 4.90 -0.66 1.06
H 5.36 -1.18 -0.54
H 3.20 -0.54 -1.31
C -4.30 2.71 2.56
C -2.95 1.95 2.68
N -2.36 1.72 1.36
C -3.31 0.99 0.52
C -4.59 1.84 0.27
N -4.47 3.08 1.12
C -3.31 3.91 0.66
C -2.05 3.01 0.74
H -4.32 3.63 3.14
H -5.15 2.10 2.84
H -3.13 0.99 3.16
H -2.25 2.52 3.28
H -3.57 0.05 1.02
H -2.84 0.75 -0.43
H -5.50 1.33 0.57
H -4.69 2.16 -0.76
H -5.33 3.62 1.02
H -3.26 4.78 1.31
H -3.53 4.24 -0.36
H -1.28 3.51 1.32
H -1.65 2.83 -0.26
Se 4.64 -2.47 5.25
N 3.36 -1.40 5.88
C 2.46 -0.81 5.19
C 1.37 -0.19 5.93
C 0.25 0.21 5.32
C 0.14 0.00 3.90
N 1.07 -0.46 3.14
C 2.42 -0.75 3.66
N 4.25 -2.46 3.44
H 1.50 -0.13 7.01
H -0.59 0.62 5.85
H -0.81 0.22 3.40
C 0.87 -0.90 -7.30
C -0.05 0.28 -7.01
C 0.53 1.53 -7.69
C -1.44 -0.03 -7.60
C -0.19 0.55 -5.51
C -1.06 1.56 -5.08
C -1.24 1.89 -3.74
C -0.52 1.14 -2.83
O -0.49 1.23 -1.43
B 0.40 0.26 -1.04
O 0.94 -0.41 -2.11
C 0.34 0.15 -3.24
C 0.53 -0.18 -4.57
H 0.92 -1.07 -8.38
H 0.51 -1.83 -6.84
H 1.89 -0.72 -6.96
H 0.63 1.36 -8.76
H 1.51 1.77 -7.29
H -0.12 2.40 -7.55
H -1.34 -0.25 -8.67
H -2.12 0.81 -7.50
H -1.88 -0.90 -7.12
H -1.61 2.13 -5.82
H -1.91 2.68 -3.44
H 1.21 -0.97 -4.85
S -2.37 -3.62 -0.36
C -1.09 -2.52 -0.17
N -0.74 -2.20 1.04
C -1.53 -2.91 1.96
C -1.40 -2.92 3.35
C -2.26 -3.69 4.10
C -3.25 -4.48 3.49
C -3.37 -4.51 2.12
C -2.50 -3.73 1.36
H -0.60 -2.11 -1.05
H -0.61 -2.36 3.84
H -2.16 -3.71 5.18
H -3.90 -5.08 4.10
H -4.11 -5.14 1.64



[6]
18
Properties=species:S:1:pos:R:3 method="wB97M-V/def2-TZVPD" orbital_gap_ev=8.455 smiles="NC1=Nc2ncccc2OC1" relative_energy_kj_mol=120.9 multiplicity=1 lumo_energy_ha=0.0241
N 1.80 1.94 1.88
C 1.26 1.04 1.03
N 0.04 0.76 1.35
C -0.64 -0.05 0.45
N -1.83 -0.49 0.86
C -2.62 -1.20 0.03
C -2.21 -1.49 -1.32
C -0.91 -1.14 -1.72
C -0.14 -0.37 -0.83
O 1.13 -0.08 -1.19
C 1.98 0.43 -0.14
H 2.71 2.34 1.66
H 1.17 2.38 2.56
H -3.61 -1.46 0.39
H -2.91 -2.04 -1.94
H -0.54 -1.39 -2.69
H 2.68 -0.35 0.20
H 2.64 1.19 -0.59



Number 1: E_tot -10097.68530 eV, maximum force 3.71 eV Å⁻¹. Number 2: E_tot -83770.37928 eV, maximum force 2.51 eV Å⁻¹. Number 3: E_tot -134240.51098 eV, maximum force 1.22 eV Å⁻¹. Number 4: E_tot -9678.77628 eV, maximum force 4.11 eV Å⁻¹. Number 5: E_tot -144882.08663 eV, maximum force 0.52 eV Å⁻¹. Number 6: E_tot -13889.73095 eV, maximum force 2.70 eV Å⁻¹.